One molecule with the formula C21H24ClN3O6S. Source: OMol25; level of theory: ωB97M-V/def2-TZVPD.

Element x y z (Å)
C1 -4.200 -3.201 -0.192
O1 -3.600 -2.103 0.464
C2 -3.862 -0.850 -0.013
C3 -4.957 -0.535 -0.804
C4 -5.226 0.777 -1.158
C5 -4.389 1.780 -0.709
Cl1 -4.724 3.423 -1.108
C6 -3.264 1.486 0.047
C7 -2.978 0.170 0.383
N1 -1.827 -0.174 1.106
C8 -1.311 0.693 2.146
C9 -0.528 1.924 1.634
O2 -0.989 3.043 1.735
N2 0.662 1.597 1.100
C10 1.612 2.429 0.505
C11 1.365 3.767 0.209
C12 2.336 4.531 -0.411
C13 3.560 3.977 -0.747
C14 3.812 2.648 -0.455
C15 2.847 1.863 0.164
C16 3.209 0.475 0.603
O3 3.287 0.194 1.788
N3 3.548 -0.392 -0.376
C17 3.224 -0.245 -1.776
C18 2.228 -1.343 -2.184
O4 2.744 -2.622 -1.898
C19 2.987 -2.759 -0.513
C20 4.007 -1.724 -0.036
S1 -0.900 -1.473 0.623
C21 -1.240 -2.819 1.788
O5 0.477 -1.118 0.869
O6 -1.219 -1.826 -0.724
H1 -3.999 -3.171 -1.265
H2 -3.740 -4.089 0.237
H3 -5.279 -3.233 -0.012
H4 -5.628 -1.309 -1.137
H5 -6.085 1.012 -1.766
H6 -2.624 2.287 0.373
H7 -0.647 0.089 2.768
H8 -2.148 1.059 2.748
H9 0.914 0.609 1.128
H10 0.416 4.201 0.477
H11 2.134 5.568 -0.631
H12 4.318 4.577 -1.226
H13 4.770 2.210 -0.695
H14 2.794 0.738 -1.963
H15 4.144 -0.359 -2.364
H16 2.053 -1.317 -3.261
H17 1.277 -1.194 -1.653
H18 3.365 -3.772 -0.367
H19 2.051 -2.622 0.045
H20 4.129 -1.770 1.046
H21 4.970 -1.896 -0.531
H22 -2.224 -2.686 2.213
H23 -0.466 -2.775 2.543
H24 -1.182 -3.747 1.234

Output
ΔE to the lowest compared entry with this formula, charge and spin (eV): 1.116
HOMO (eV): -8.545
SMILES string: COc1ccc(Cl)cc1N(CC(=O)Nc1ccccc1C(=O)N1CCOCC1)S(C)(=O)=O
Orbital gap (eV): 8.90

=====

A 4-piece molecular cluster, C21H24F25NO6 overall in a non-equilibrium geometry. Source: OMol25; level of theory: ωB97M-V/def2-TZVPD.

Element x y z (Å)
F1 -3.927 -1.896 0.367
C1 -2.810 -1.711 -0.376
F2 -1.755 -2.000 0.422
C2 -2.700 -0.271 -0.883
F3 -2.553 0.587 0.152
F4 -1.557 -0.190 -1.618
C3 -3.841 0.220 -1.790
O1 -4.873 0.972 -1.171
C4 -5.901 0.296 -0.554
F5 -5.868 -1.014 -0.861
F6 -7.052 0.787 -1.056
C5 -5.907 0.527 0.956
F7 -4.731 0.147 1.503
F8 -6.883 -0.209 1.533
H1 -2.810 -2.423 -1.205
H2 -3.383 0.920 -2.486
H3 -4.243 -0.581 -2.410
H4 -6.072 1.582 1.184
F9 -6.344 -2.202 4.375
C6 -5.190 -2.574 3.779
F10 -5.428 -3.745 3.138
C7 -4.065 -2.764 4.793
F11 -4.343 -3.791 5.628
F12 -2.955 -3.125 4.092
C8 -3.683 -1.527 5.621
O2 -4.249 -1.421 6.917
C9 -5.512 -0.887 7.046
F13 -5.913 -0.319 5.893
F14 -5.426 0.103 7.961
C10 -6.519 -1.917 7.557
F15 -6.576 -2.984 6.738
F16 -7.753 -1.363 7.602
H5 -4.916 -1.825 3.031
H6 -2.614 -1.616 5.805
H7 -3.803 -0.605 5.053
H8 -6.239 -2.258 8.556
F17 5.104 4.541 -1.962
C11 6.228 4.119 -2.577
F18 5.928 2.957 -3.215
C12 7.362 3.873 -1.583
F19 7.049 2.857 -0.751
F20 8.439 3.463 -2.309
C13 7.818 5.086 -0.757
O3 7.280 5.210 0.547
C14 6.044 5.802 0.699
F21 5.652 6.393 -0.445
F22 6.192 6.780 1.616
C15 4.999 4.816 1.221
F23 4.881 3.758 0.395
F24 3.794 5.425 1.288
H9 6.518 4.857 -3.330
H10 8.884 4.946 -0.594
H11 7.732 6.016 -1.318
H12 5.278 4.456 2.214
N1 0.078 -2.856 -1.866
C16 0.548 -3.385 -3.129
C17 2.067 -3.524 -3.246
C18 2.543 -3.774 -4.687
O4 3.365 -2.716 -5.185
C19 2.701 -1.612 -5.427
O5 1.588 -1.559 -5.659
O6 3.493 -0.539 -5.419
C20 3.224 0.292 -4.286
C21 4.177 0.050 -3.136
F25 3.523 -0.507 -2.059
H13 0.340 -1.896 -1.719
H14 0.305 -3.443 -1.081
H15 0.144 -2.762 -3.916
H16 0.115 -4.377 -3.249
H17 2.576 -2.624 -2.915
H18 2.380 -4.349 -2.618
H19 1.720 -4.010 -5.348
H20 3.176 -4.649 -4.678
H21 2.188 0.213 -3.981
H22 3.378 1.311 -4.617
H23 5.023 -0.560 -3.428
H24 4.561 0.997 -2.785

Output
HOMO (eV): -9.146
SMILES string: FC(F)C(F)(F)COC(F)(F)C(F)F.FC(F)C(F)(F)COC(F)(F)C(F)F.FC(F)C(F)(F)COC(F)(F)C(F)F.NCCCOC(=O)OCCF
Orbital gap (eV): 9.66

=====

C21H24MnN3O3SSi as an isolated structure in a non-equilibrium geometry. Source: OMol25; level of theory: ωB97M-V/def2-TZVPD.

Element x y z (Å)
Mn1 0.455 0.264 -0.541
O1 -2.977 -1.075 3.510
C1 -3.621 -1.557 2.438
C2 -4.868 -2.157 2.636
C3 -5.572 -2.679 1.569
C4 -5.052 -2.615 0.279
C5 -3.823 -2.018 0.077
C6 -3.092 -1.484 1.136
C7 -1.780 -0.844 0.838
O2 -1.380 -0.781 -0.361
N1 -1.130 -0.356 1.897
N2 0.118 0.165 1.548
C8 0.690 0.950 2.377
C9 1.950 1.656 2.136
C10 2.386 2.514 3.152
C11 3.527 3.272 3.054
C12 4.289 3.185 1.877
C13 3.901 2.371 0.851
C14 2.714 1.551 0.920
O3 2.403 0.802 -0.071
H1 -2.100 -0.715 3.177
H2 -5.256 -2.203 3.646
H3 -6.536 -3.143 1.744
H4 -5.603 -3.027 -0.557
H5 -3.386 -1.949 -0.911
H6 0.177 1.154 3.325
H7 1.782 2.578 4.053
H8 3.829 3.920 3.866
H9 5.198 3.769 1.782
H10 4.480 2.298 -0.062
C15 0.798 -3.161 -2.178
Si1 1.658 -1.680 -3.001
C16 1.792 -2.130 -4.857
C17 3.439 -1.579 -2.350
C18 0.745 -0.133 -2.661
H11 1.390 -4.077 -2.270
H12 -0.178 -3.342 -2.636
H13 0.623 -2.972 -1.117
H14 2.342 -3.062 -5.027
H15 2.305 -1.335 -5.404
H16 0.795 -2.247 -5.290
H17 4.002 -2.494 -2.561
H18 3.443 -1.402 -1.273
H19 3.968 -0.742 -2.814
H20 -0.259 -0.170 -3.106
H21 1.279 0.733 -3.076
S1 -0.887 4.687 0.589
C19 -2.247 3.668 0.345
C20 -1.847 2.508 -0.228
N3 -0.498 2.400 -0.450
C21 0.130 3.466 -0.053
H22 -3.244 3.963 0.622
H23 -2.477 1.671 -0.489
H24 1.204 3.582 -0.100

Output
<S²>: 8.76
HOMO (alpha / beta) (eV): -3.431 / -4.670
Orbital gap (alpha / beta) (eV): 5.73 / 6.97
Net charge: -1
Spin multiplicity: 6